{
  "formula": "C14H49F3N20O13",
  "method": "ωB97M-V with the def2-TZVPD basis set",
  "s_squared": 0.7505,
  "multiplicity": 2,
  "fmax_ha_per_bohr": 0.14732,
  "total_charge": -1,
  "relative_energy_ev": 0.000,
  "e_tot_ha": -2935.91201,
  "elements": ["O", "H", "H", "N", "O", "H", "N", "O", "C", "F", "N", "H", "N", "H", "H", "O", "C", "C", "H", "O", "H", "H", "O", "H", "O", "H", "N", "N", "H", "H", "H", "H", "C", "N", "H", "C", "N", "O", "H", "H", "N", "N", "H", "H", "O", "C", "H", "H", "H", "H", "C", "H", "N", "C", "C", "H", "O", "H", "F", "O", "F", "N", "H", "H", "C", "N", "N", "C", "H", "N", "H", "H", "N", "H", "H", "H", "O", "C", "N", "O", "C", "H", "N", "H", "H", "H", "H", "C", "H", "H", "N", "H", "H", "H", "H", "H", "H", "H", "N"],
  "positions_angstrom": [[-0.78604, 0.98832, 6.02915], [5.44511, 1.51575, -1.36185], [3.81588, 2.79955, -1.23366], [-1.53088, 2.59265, -0.53447], [-2.86008, -0.58857, -0.52404], [0.60202, 1.95868, -2.06069], [-2.21616, 0.88638, -3.35856], [2.11647, -2.10701, 5.83908], [-2.60021, 3.25051, -0.42135], [-1.90121, -3.36802, -0.99272], [3.81078, 2.70844, -0.22779], [-1.53884, 1.59282, -0.67714], [5.65541, 1.82416, -0.42336], [0.92431, -1.09725, 1.05379], [-5.88156, -2.21566, 4.41185], [-5.43255, -1.41056, -1.23255], [2.35659, -2.01251, 4.63101], [3.13526, -0.69552, -3.41245], [2.73636, -0.93356, 3.01543], [4.70703, 1.89301, 1.63062], [6.58392, 1.64414, -0.06904], [0.81627, -6.64053, -4.46217], [-1.86435, 0.05392, -5.47091], [2.37975, 3.78239, 4.17182], [1.06653, 4.24327, -3.06884], [3.00276, -2.29430, -4.33690], [-0.40785, 3.95455, 2.79371], [1.92496, -1.05397, -3.12081], [1.81150, -3.90617, 4.10552], [-5.25786, -3.22982, 1.39855], [0.75762, 3.33196, 4.67349], [2.14676, 1.36579, -2.46495], [-1.66724, -1.21601, -0.03545], [-5.73316, -2.29113, 3.41567], [4.71324, -1.66791, -4.08601], [-4.46630, -2.27047, 2.96440], [2.99293, 3.29276, -3.42002], [1.45269, 4.71320, 1.96367], [0.44026, -4.18388, -2.03547], [2.15554, 0.89395, 1.70195], [2.21098, -3.02692, 3.80982], [-0.78382, 1.84041, -4.71016], [-5.85745, -2.21581, -0.92821], [-0.17570, -0.26454, 2.10990], [1.60543, -3.57109, -4.24346], [1.08507, -4.61949, -3.91757], [1.45512, -5.49368, -5.61255], [-0.87441, 4.30542, 1.96951], [2.85538, -0.07997, 4.56706], [-0.72260, -1.50578, 4.17859], [1.31376, 0.99485, 1.01689], [3.14824, 2.44456, -3.94589], [1.39379, 3.68762, 3.97428], [-1.10545, -2.32188, -0.90216], [-1.12360, 0.22635, 5.17499], [-0.67966, 3.12623, -0.43036], [-3.47259, -1.96013, 3.61830], [-0.73546, 2.51509, -3.96012], [-0.82598, -2.05514, -2.18833], [-0.61853, -0.22245, -0.00752], [0.02365, -2.80265, -0.40010], [1.01188, -5.68527, -4.72546], [-2.57054, -0.47518, 4.08563], [-4.54608, -1.40413, -0.86412], [4.74401, 2.08976, 0.43488], [0.50563, -4.93100, -2.71195], [3.70724, -1.65530, -3.99705], [1.77294, 3.29514, -3.02418], [-2.06650, 1.64450, -2.70821], [-4.44959, -2.74263, 1.75837], [3.13751, 3.23038, 0.31478], [-0.88275, 3.29522, 3.39358], [-2.23022, 0.34581, 4.56547], [1.69373, 0.98787, -0.00471], [-1.85366, -1.53200, 0.99094], [2.79386, -3.07966, 2.98668], [-2.54147, 4.43416, -0.29243], [-1.60294, 0.82951, -4.55213], [1.49921, 2.14057, -2.48738], [3.60085, 0.40473, -3.12064], [0.31477, -0.19762, 1.13879], [-3.60755, -2.78453, 1.20223], [-0.54858, -0.86760, 4.94184], [1.60551, -1.96379, -3.42130], [-5.85381, -0.68699, -0.76288], [0.27167, -0.89602, 5.53048], [-2.61630, 0.06228, -2.93331], [0.85030, 4.17230, 2.91339], [1.37210, -0.30619, -2.72680], [-4.63607, 2.95464, -0.25503], [-3.70557, 2.56676, -0.19321], [-0.24242, -5.60717, -2.65438], [0.69365, 1.88954, 1.07248], [-0.48767, 2.09984, -5.64027], [3.38917, 4.20018, -3.61924], [-6.41095, -2.67298, 2.77155], [-3.59136, 1.57364, -0.33729], [-2.78254, 1.09156, 4.96410], [2.74072, -0.92468, 4.02538]]
}



{
  "formula": "C21H25FN4O4",
  "method": "ωB97M-V with the def2-TZVPD basis set",
  "smiles": "Cc1cc(NC(=O)CCC(=O)N(CC(=O)NC2CCCC2)c2cccc(F)c2)no1",
  "fmax_ha_per_bohr": 0.02635,
  "total_charge": 0,
  "relative_energy_ev": 1.089,
  "e_tot_ha": -1435.11308,
  "elements": ["F", "H", "C", "H", "O", "O", "H", "H", "N", "H", "H", "H", "C", "H", "C", "C", "H", "H", "H", "H", "H", "C", "N", "C", "C", "H", "H", "H", "C", "O", "H", "C", "O", "N", "C", "N", "H", "C", "C", "C", "H", "H", "C", "C", "H", "C", "C", "H", "C", "C", "C", "H", "H", "C", "H"],
  "positions_angstrom": [[0.45221, 3.29465, -3.03933], [-3.52212, 0.43380, 0.25909], [-1.63566, 1.03108, 1.07370], [1.40443, 3.37190, 4.34989], [-2.13413, 1.97963, 1.64544], [2.09237, -5.35609, 1.22124], [1.35830, 3.05764, 0.15935], [-4.01014, 0.75515, -2.41239], [-2.01145, -0.26705, -1.01744], [-0.02023, -0.06463, 0.50747], [-1.71011, -1.09485, -3.47729], [0.66805, 4.63357, 2.48853], [-3.02747, 2.40278, -3.36873], [1.80182, -2.12369, 1.37567], [-1.19935, -1.76021, -2.78153], [1.57992, 2.88732, 3.39096], [2.02977, -3.60272, 3.95362], [0.89282, -3.87117, -2.01062], [2.30022, 4.31684, 1.91072], [-2.53458, -0.92668, 0.86125], [0.15593, 1.21250, -1.53646], [-1.83778, 3.08874, -3.54256], [1.14521, -3.19880, -1.30005], [0.93865, -1.87902, -1.51506], [2.59687, -4.30717, 3.35106], [-0.41350, 2.05342, 3.36231], [2.43673, -5.31783, 3.71668], [-0.24563, 3.31377, 0.85322], [-1.67944, -1.53387, -1.35221], [-1.74079, -2.45283, -0.55733], [-3.91835, 2.74134, -3.87432], [2.17578, -4.22059, 1.93202], [1.18399, -1.01452, -0.69634], [-0.32753, 0.74137, 1.03596], [0.32710, -1.55686, -2.86816], [1.70453, -5.07438, -0.04426], [3.65553, -4.06682, 3.44496], [0.72549, 1.55205, 1.61499], [-0.73662, 1.52793, -2.05281], [1.54890, -3.77188, -0.11082], [-1.77522, 3.96076, -4.17327], [2.60263, 2.50488, 3.38506], [-1.93767, 0.84829, -1.89478], [1.36500, 3.84452, 2.20954], [-1.44876, -2.79375, -3.02732], [1.84243, -3.16254, 1.13454], [-0.71226, 2.63707, -2.87793], [0.84372, 0.84160, 3.68730], [0.60513, 1.74609, 3.12896], [-3.08212, 1.28913, -2.54911], [-2.51015, 0.02095, 0.31504], [1.66430, 1.03988, 1.38452], [0.75151, -2.18816, -3.64905], [0.77096, 2.99245, 1.07434], [0.55079, -0.51499, -3.09826]]
}



{
  "formula": "C35H37ClN4NiO3S",
  "method": "ωB97M-V with the def2-TZVPD basis set",
  "fmax_ha_per_bohr": 0.00757,
  "total_charge": 0,
  "e_tot_ha": -4167.22361,
  "elements": ["H", "C", "C", "O", "H", "H", "C", "C", "H", "H", "H", "N", "H", "H", "C", "C", "H", "C", "C", "H", "C", "C", "H", "O", "H", "C", "H", "C", "C", "C", "O", "H", "C", "C", "C", "N", "H", "H", "C", "C", "H", "H", "H", "H", "C", "H", "H", "C", "C", "C", "C", "C", "H", "C", "H", "C", "Ni", "C", "H", "H", "H", "H", "H", "H", "N", "H", "C", "N", "H", "H", "C", "C", "C", "C", "S", "H", "C", "H", "C", "H", "H", "Cl"],
  "positions_angstrom": [[-4.41213, -2.64938, -5.60108], [2.93040, -9.27155, -0.09738], [2.45016, -6.61564, -2.29060], [-1.41746, -1.54347, -0.35832], [1.57846, -5.08308, 5.70271], [-2.74905, -2.54925, -6.18477], [3.20275, -4.39090, -0.81656], [3.40653, -6.74193, -1.28453], [-4.75775, -2.64575, -3.21481], [1.43286, -7.68013, -0.08962], [0.84560, -9.32723, 0.27417], [2.00779, -0.59561, 0.34445], [0.58422, -0.35263, -3.51244], [2.17341, -7.48423, -2.87456], [1.85574, -5.39132, -2.53658], [3.79033, -5.61981, -0.56121], [-3.71156, -1.08642, -6.02792], [3.01497, -0.08582, -0.59699], [1.58778, -1.99749, 2.28955], [1.10126, -5.29102, -3.30505], [-3.69296, -1.87806, 3.00119], [-4.08998, -2.28342, -0.65350], [-4.35832, -1.90175, 3.86803], [3.19400, -10.42567, 0.10634], [3.02383, -3.49101, 2.61772], [-1.20086, 1.47647, 0.32423], [1.05844, 2.41058, -1.88759], [-3.75870, -2.24148, -3.07927], [1.45121, 1.38786, -1.94140], [2.68385, 1.33438, -1.01335], [-0.15877, -0.38477, 2.12859], [-1.12703, -1.02869, -4.77410], [2.11213, -3.03556, 2.99723], [-2.89064, -0.57315, 3.00581], [-4.53650, -2.02483, 1.74596], [0.39869, 0.44811, -1.61769], [3.16744, -4.37434, 5.41211], [-3.01044, -2.72822, 3.08531], [1.66475, -8.62145, 0.39874], [-3.25901, -2.07929, -1.74829], [-5.17104, -2.91063, 1.82155], [-2.74882, -0.04100, 5.02014], [3.50260, -3.51793, -0.25215], [1.78851, 1.23498, -2.97783], [2.38318, -1.47039, 1.17717], [-2.03344, 1.32431, 1.01421], [4.54743, -5.71535, 0.20679], [1.56785, -3.00529, -2.03841], [-1.17050, -1.16378, -2.68048], [0.51897, -2.85077, 4.73112], [2.23331, -4.67650, 4.93330], [1.02557, -1.94948, -2.23981], [-1.16402, -1.29063, 5.79426], [-1.90979, -1.60476, -1.51752], [3.02692, -0.73735, -1.47060], [-1.17879, -1.16981, 4.71281], [0.17368, 0.13910, 0.24431], [2.21827, -4.26012, -1.79492], [1.79438, -8.44070, 1.46757], [2.49208, 1.92558, -0.11406], [-2.66901, -1.84648, 0.60623], [-5.13972, -2.52890, -0.80630], [3.55172, 1.77082, -1.51613], [0.11947, -3.14380, 5.69751], [-3.67319, -2.13564, 0.58797], [-3.56122, 0.28190, 2.91762], [-3.01368, -1.89150, -4.15208], [-2.18184, -0.42987, 4.28191], [-1.56130, 1.84898, -0.62939], [3.41459, -1.83869, 1.13701], [0.26503, -0.67408, -2.51221], [-3.50019, -2.05411, -5.56625], [0.36626, -1.34433, 2.73654], [-1.71299, -1.33479, -3.91088], [4.17676, -8.30482, -0.95627], [-5.19706, -1.15649, 1.64642], [-0.13769, -1.79199, 4.02380], [4.00114, -0.14120, -0.12578], [1.58099, -3.52034, 4.22360], [2.46999, -5.48009, 4.23439], [-2.16785, -0.51514, 2.19586], [-0.19157, 2.81503, 1.06882]]
}



{
  "formula": "C3H4NOP",
  "method": "ωB97M-V with the def2-TZVPD basis set",
  "smiles": "O/C=N\\C=C=P",
  "fmax_ha_per_bohr": 0.06449,
  "total_charge": 0,
  "relative_energy_ev": 2.379,
  "e_tot_ha": -587.93898,
  "elements": ["H", "H", "N", "C", "H", "P", "O", "H", "C", "C"],
  "positions_angstrom": [[0.37846, 1.27856, -1.70337], [-2.48051, 0.93263, 0.96355], [-0.70595, 1.07881, -0.05580], [0.49582, 0.81137, -0.68253], [2.82779, -1.80817, -0.25671], [2.96085, -0.41191, 0.29115], [-2.07568, -0.93469, 0.50479], [-1.33115, -1.52430, 0.67673], [1.54488, 0.21634, -0.24409], [-1.61451, 0.36136, 0.50628]]
}



{
  "formula": "C3H2IO2S",
  "method": "ωB97M-V with the def2-TZVPD basis set",
  "fmax_ha_per_bohr": 0.09249,
  "total_charge": -1,
  "relative_energy_ev": 3.986,
  "e_tot_ha": -961.70391,
  "elements": ["I", "O", "C", "C", "O", "S", "C", "H", "H"],
  "positions_angstrom": [[-0.04880, -1.59813, 2.10278], [1.32276, -2.31697, -0.99788], [-1.57082, 2.41981, 0.11068], [-0.90800, 1.52715, 0.56104], [2.38033, -0.11888, -1.34744], [1.87067, -1.08870, -0.34617], [0.11861, -0.60574, 0.19726], [-2.41496, 2.97306, 0.04066], [-0.74979, -1.19160, -0.32093]]
}



{
  "formula": "C33H41FeN5Se",
  "method": "ωB97M-V with the def2-TZVPD basis set",
  "s_squared": 8.8078,
  "multiplicity": 6,
  "fmax_ha_per_bohr": 0.17057,
  "total_charge": -1,
  "relative_energy_ev": 2.885,
  "e_tot_ha": -5220.66798,
  "elements": ["C", "H", "H", "H", "H", "Fe", "H", "H", "C", "H", "H", "C", "C", "C", "C", "C", "C", "N", "C", "H", "C", "C", "C", "H", "C", "C", "H", "C", "H", "H", "H", "N", "C", "H", "H", "H", "C", "H", "Se", "H", "H", "H", "H", "H", "H", "H", "H", "C", "C", "H", "H", "N", "C", "C", "C", "H", "H", "H", "H", "C", "H", "H", "H", "H", "C", "C", "H", "C", "C", "H", "H", "C", "H", "C", "N", "C", "H", "C", "C", "C", "N"],
  "positions_angstrom": [[1.64501, 0.40566, 0.65634], [-1.74105, -1.53413, -2.43103], [4.69415, 1.73613, -5.43274], [0.85490, 1.20404, -3.04498], [-0.46883, -0.58475, -3.24047], [-0.44022, 0.43211, 0.34041], [0.32212, -1.27486, 2.77981], [-2.71848, 3.08237, 1.77781], [2.62101, 0.94882, 2.54610], [1.60972, -0.75769, -1.39627], [-3.96715, -2.55717, 2.76059], [-3.09000, 2.15910, 1.32162], [3.96853, 2.66548, -1.05155], [3.46152, 1.42768, 1.54969], [3.95147, 0.70614, -3.10454], [3.46089, 1.37970, -0.93994], [-1.66290, -0.58419, 3.19839], [2.90539, 1.06760, 0.34676], [-0.55805, -4.56449, -1.08046], [-0.39789, -3.81123, -1.86245], [-2.41625, 0.53620, -0.58701], [-2.13684, 1.65667, 0.25253], [-3.83794, -2.21660, 1.72890], [-4.41133, 0.23556, -1.31067], [3.37973, 0.38819, -1.88445], [-1.60619, 0.53487, 2.21927], [-3.57737, -1.26901, -0.88843], [-1.94965, -3.08845, 0.32006], [-3.20110, 1.42114, 2.15287], [-4.72620, -4.72742, 0.95393], [-4.20147, -0.17583, 0.38271], [-1.77071, -4.26554, -0.34122], [-3.75547, -4.44066, 0.60005], [2.75292, 3.78677, 0.34366], [-0.41621, 3.69606, 1.31786], [-3.19644, -1.32988, 1.73284], [2.68976, -0.90072, -1.59083], [1.27734, 2.60272, -2.02939], [-0.57345, -1.80993, 0.41598], [-2.92066, -6.06788, -0.65494], [0.02908, -3.39466, 4.16569], [0.30898, -4.55768, -0.40861], [0.63529, 3.75111, -0.11327], [-1.01141, 4.42339, -0.19072], [2.79398, -1.59552, -2.44176], [-0.12519, 2.69366, -3.12437], [-4.82028, -1.96908, 1.30520], [-1.43503, -0.52001, -2.72565], [4.51715, 1.97679, -3.31618], [-2.17974, -0.14271, -3.44815], [-0.93497, 1.39880, 2.76219], [-2.72231, -0.57150, 4.02540], [-2.86664, -5.09752, -0.19520], [-0.45539, 1.51007, -1.37207], [5.18595, 2.28656, -4.62413], [3.95850, -0.04471, -3.92367], [6.24102, 1.98508, -4.58248], [-0.66471, -5.55274, -1.53800], [2.50698, 1.20985, 3.56357], [-0.92805, 2.28702, -0.22629], [-3.73030, -1.65958, 5.52355], [-2.09411, -3.53588, 5.62953], [3.11116, -1.39344, -0.70647], [4.91978, 3.94936, -2.50789], [-1.92787, -2.67768, 4.94665], [-1.36235, 0.39646, -1.54100], [-4.09624, 2.33280, 0.92640], [0.44015, 2.02795, -2.44875], [3.79498, 3.70188, 0.00213], [4.06880, 4.68760, -0.41524], [5.13444, 3.36417, -4.80434], [-0.39861, 3.60726, 0.22309], [4.44353, 1.82137, 1.69801], [-2.85131, -1.61001, 4.86746], [-3.18066, -3.22169, 0.91925], [-3.70649, -0.21924, -0.59377], [4.42530, 3.56400, 0.88979], [4.50781, 2.94872, -2.29986], [-0.77804, -2.65567, 4.12645], [-0.61037, -1.61014, 3.25811], [2.00456, -0.00702, 1.88858]]
}



Q: Which formula does entry 6 have?
A: C33H41FeN5Se